Entry 1:
7
Properties=species:S:1:pos:R:3:forces:R:3 method="wB97M-V/def2-TZVPD" molar_mass_g_mol=151.88 s_squared=8.7899 energy_ha=-270.08608 charge=+1 multiplicity=6 homo_lumo_gap_ev="6.9 / 6.0" fmax_ev_per_a=4.64 e_lumo_ev="-5.826 / -7.308"
H 0.116690 3.316088 -0.121631 0.265 -2.585 0.023
O 1.044357 -1.087715 -0.550145 -3.963 0.630 0.693
C -0.281979 -1.439685 -0.458091 4.413 -1.382 0.330
C -1.253891 -0.794312 -1.136006 0.200 2.585 0.081
Rh 0.272211 1.395117 -0.440108 -0.887 0.387 -0.965
Li 0.561137 0.947190 2.543690 0.013 0.095 -0.013
H -0.458524 -2.336682 0.162291 -0.041 0.269 -0.149

---

Entry 2:
6
Properties=species:S:1:pos:R:3:forces:R:3 method="wB97M-V/def2-TZVPD" molar_mass_g_mol=54.05 energy_ha=-186.77274 charge=0 homo_lumo_gap_ev="7.9 / 7.9" fmax_ev_per_a=2.47 relative_energy_kcal_mol=65.5 e_lumo_ev="0.104 / 0.104"
C 1.037096 0.216339 -1.463860 0.722 -0.486 -1.834
C -0.253071 0.205876 0.592988 1.124 -0.565 -1.666
N 0.183263 -0.031113 -0.562226 -0.116 0.316 -0.225
N -0.988626 -0.131238 1.475704 -1.392 -0.798 1.175
H 0.965624 -0.423240 -2.471725 -0.485 0.923 2.234
H -0.944285 0.163376 2.429119 0.147 0.609 0.316

---

Entry 3:
6
Properties=species:S:1:pos:R:3:forces:R:3 method="wB97M-V/def2-TZVPD" molar_mass_g_mol=54.05 energy_ha=-186.86361 charge=0 homo_lumo_gap_ev=13.4 smiles=C#N.C#N fmax_ev_per_a=3.11 relative_energy_kcal_mol=8.5 e_lumo_ev=1.118
C -0.101043 -1.271127 -0.888457 2.213 -1.759 1.302
C 0.111536 1.263516 0.846247 1.120 -0.046 2.676
N -0.640302 1.538347 0.036105 -0.356 0.102 -0.785
N 0.711148 -1.861597 -0.320480 -0.890 0.632 -0.461
H -0.784671 -0.769505 -1.464733 -1.303 0.980 -0.900
H 0.703333 1.100366 1.791317 -0.783 0.091 -1.832

---

Entry 4:
7
Properties=species:S:1:pos:R:3:forces:R:3 method="wB97M-V/def2-TZVPD" molar_mass_g_mol=70.05 energy_ha=-262.07808 charge=0 homo_lumo_gap_ev=11.1 smiles=c1conn1 fmax_ev_per_a=6.44 relative_energy_kcal_mol=53.9 e_lumo_ev=0.976
C -0.492838 0.633723 -0.027723 0.539 1.540 -0.199
C 0.801225 0.151843 -0.051466 -0.100 1.819 1.033
H -0.972764 1.644152 -0.041167 0.950 -1.236 0.067
H 1.726374 0.672255 0.170294 -0.118 0.136 -0.613
N -0.652393 -1.474739 -0.011640 2.028 -6.117 -0.059
N -1.265163 -0.492468 -0.007678 -2.304 3.936 -0.146
O 0.855562 -1.134769 -0.030620 -0.995 -0.078 -0.082

---

Entry 5:
7
Properties=species:S:1:pos:R:3:forces:R:3 method="wB97M-V/def2-TZVPD" molar_mass_g_mol=70.05 energy_ha=-262.00078 charge=0 homo_lumo_gap_ev="9.3 / 7.7" fmax_ev_per_a=3.02 relative_energy_kcal_mol=102.4 e_lumo_ev="-0.193 / -1.292"
C -0.614746 0.152723 1.005939 0.050 0.011 -0.466
C 0.637290 0.530967 0.623041 2.479 1.020 -1.401
N -1.697452 -0.227542 1.109479 -1.109 -0.291 0.499
N 0.113607 -0.505969 -1.748493 -1.275 -1.386 -0.475
O -0.751346 -1.263632 -1.816931 1.235 1.113 0.172
H 0.770406 1.139547 -0.363566 -0.216 -1.024 2.460
H 1.542241 0.173906 1.190531 -1.164 0.557 -0.789

---

Entry 6:
7
Properties=species:S:1:pos:R:3:forces:R:3 method="wB97M-V/def2-TZVPD" molar_mass_g_mol=70.05 energy_ha=-261.98955 charge=0 homo_lumo_gap_ev=9.3 smiles="O=N[C@@H]1C=N1" fmax_ev_per_a=1.33 relative_energy_kcal_mol=109.4 e_lumo_ev=-0.490
O 0.786290 -0.372519 -1.500436 0.913 -0.370 0.180
C -0.843921 0.490181 -0.082028 -0.032 0.005 1.327
N -0.085622 1.146743 0.658300 0.233 0.365 -0.665
C 0.220765 -0.315310 0.592418 -0.451 0.071 -0.122
N 1.173308 -0.750747 -0.418009 -0.101 0.331 -0.666
H -1.674294 0.691561 -0.763500 0.177 -0.460 0.482
H 0.346583 -0.831382 1.552890 -0.740 0.057 -0.535

---

Entry 7:
7
Properties=species:S:1:pos:R:3:forces:R:3 method="wB97M-V/def2-TZVPD" molar_mass_g_mol=70.05 energy_ha=-262.06888 charge=0 homo_lumo_gap_ev=12.0 smiles=c1cnon1 fmax_ev_per_a=2.90 relative_energy_kcal_mol=59.6 e_lumo_ev=0.559
C 0.835892 0.792703 -0.038329 -0.856 -0.527 0.927
C -0.608647 0.987576 0.002326 -0.205 -1.478 -0.127
H 1.681672 1.486508 0.060517 -0.704 -0.314 -0.291
H -1.185341 1.949726 0.057281 0.591 -1.446 -0.190
N -1.185573 -0.235015 -0.001701 1.792 2.283 0.051
N 1.070300 -0.493245 0.019877 -0.310 0.463 -0.466
O -0.131612 -1.127511 -0.003627 -0.307 1.019 0.096

---

Entry 8:
8
Properties=species:S:1:pos:R:3:forces:R:3 method="wB97M-V/def2-TZVPD" molar_mass_g_mol=86.05 energy_ha=-337.26380 charge=0 homo_lumo_gap_ev=10.5 smiles="C1=NOC=NO1" fmax_ev_per_a=0.93 relative_energy_kcal_mol=100.8 e_lumo_ev=0.828
C -1.271031 -0.095639 -0.004589 0.480 0.790 0.101
C 1.269398 0.100797 -0.008925 -0.337 0.612 -0.007
H -2.332573 -0.131366 0.081537 -0.685 0.169 -0.252
H 2.349972 0.057727 -0.040437 0.052 0.269 0.067
N -0.690251 -1.212072 -0.048032 0.462 -0.175 0.330
N 0.692583 1.236274 -0.016679 -0.070 -0.304 -0.149
O -0.765822 1.160794 0.004507 0.363 -0.782 0.195
O 0.747723 -1.116518 0.032621 -0.265 -0.580 -0.284